DFT (wB97M-V/def2-TZVPD) results for a cluster of 2 separate species, C2H8O3 in total in a non-equilibrium geometry.

## Properties
E_HOMO: -10.4 eV
multiplicity: 1
lowest unoccupied orbital energy: 0.0164 Ha
strongest force on any atom: 1.3 eV/A
ΔE to the lowest compared entry with this formula, charge and spin: 21.62 kcal/mol
Kohn-Sham gap: 10.9 eV
molar mass: 80.08 g/mol

Cartesian coordinates (Å):
C: 0.15 1.14 0.17
O: 1.25 1.16 -0.77
C: 2.14 0.10 -0.55
O: 1.96 -0.99 -1.40
H: -0.40 0.19 0.26
H: -0.57 1.95 -0.05
H: 0.64 1.36 1.14
H: 1.97 -0.33 0.46
H: 3.17 0.48 -0.59
H: 1.20 -1.51 -1.07
O: -3.87 -0.94 1.11
H: -3.37 -0.77 0.28
H: -4.26 -1.84 0.99